Density functional theory data (ωB97M-V/def2-TZVPD) for a 3-piece molecular cluster, C4H12N2O2 overall in a non-equilibrium geometry.

As for the energy: -11410.799 eV. The HOMO-LUMO gap is 4.6 eV.

CARTESIAN COORDINATES (ANGSTROEM)
1 N -0.25 0.51 1.97
2 C -0.08 0.37 -2.41
3 C -1.14 1.06 -1.60
4 C 0.64 -0.42 1.40
5 C 0.09 -1.45 0.31
6 N -1.11 -1.94 0.49
7 O 0.89 -1.69 -0.58
8 H 0.01 1.47 1.61
9 H 1.15 -1.02 2.15
10 H 0.91 0.42 -1.91
11 H -0.27 -0.70 -2.67
12 H 0.05 0.79 -3.42
13 H -0.75 2.01 -1.26
14 H -1.38 0.52 -0.67
15 H 1.39 0.20 0.86
16 H -1.48 -1.60 1.38
17 H -0.17 0.54 2.99
18 H 1.35 3.16 1.18
19 H -2.07 1.17 -2.18
20 O 0.89 2.42 0.76

Density functional theory data (ωB97M-V/def2-TZVPD) for a 2-piece molecular cluster, C4H12N2O2 overall in a non-equilibrium geometry.

As for the energy: -11417.242 eV. The HOMO-LUMO gap is 10.4 eV. Its SMILES is NC[C@@H](N)CC=O.O.

CARTESIAN COORDINATES (ANGSTROEM)
1 N 0.07 -0.98 0.69
2 C 0.71 0.05 -0.14
3 C -0.33 0.62 -1.10
4 C -0.93 -0.55 -1.86
5 O -2.09 -0.82 -1.89
6 C 1.36 1.20 0.64
7 N 2.59 0.87 1.41
8 H 0.69 -1.37 1.39
9 H -0.66 -0.54 1.25
10 H 1.46 -0.55 -0.69
11 H 0.16 1.39 -1.70
12 H -1.15 1.12 -0.59
13 H -0.15 -1.20 -2.30
14 H 1.52 2.06 -0.01
15 H 0.57 1.56 1.32
16 H 2.79 -0.11 1.22
17 H 3.33 1.40 0.99
18 H -2.59 -1.64 0.27
19 H -4.07 -1.16 0.28
20 O -3.28 -1.34 0.84

Density functional theory data (ωB97M-V/def2-TZVPD) for a 2-piece molecular cluster, C4H12N2O2 overall in a non-equilibrium geometry.

As for the energy: -11407.292 eV. The HOMO-LUMO gap (alpha / beta) is 10.5 / 4.9 eV. As for the spin multiplicity: 2. The charge is +1.

CARTESIAN COORDINATES (ANGSTROEM)
1 C -1.59 -1.57 -1.23
2 N -1.12 -0.12 -1.08
3 C -0.29 0.11 0.11
4 C 0.24 1.47 0.41
5 N 0.50 2.43 -0.50
6 C 0.61 2.12 -1.98
7 O 0.34 1.84 1.58
8 H -2.44 -1.61 -1.88
9 H -1.90 -2.14 -0.33
10 H -0.67 -2.12 -1.55
11 H -1.91 0.47 -1.06
12 H -0.95 -0.25 1.01
13 H 0.72 -0.39 0.01
14 H 1.09 3.15 -0.20
15 H 1.54 2.61 -2.35
16 H 0.54 1.04 -2.22
17 H -0.12 2.60 -2.63
18 H 1.64 -5.27 3.04
19 H 0.36 -4.70 2.33
20 O 1.24 -4.63 2.55

Density functional theory data (ωB97M-V/def2-TZVPD) for a 2-piece molecular cluster, C4H12N2O3 overall in a non-equilibrium geometry.

As for the energy: -13465.675 eV. The HOMO-LUMO gap is 9.7 eV. Its SMILES is CNCCNC(=O)O.O.

CARTESIAN COORDINATES (ANGSTROEM)
1 C -0.37 0.69 -1.08
2 N -0.65 -0.15 -2.26
3 C -1.60 -1.11 -2.28
4 O -2.54 -0.89 -1.32
5 O -1.66 -2.05 -3.03
6 C -0.02 -0.11 0.17
7 N 1.42 -0.16 0.40
8 C 1.77 -0.67 1.69
9 H -1.24 1.31 -0.87
10 H 0.49 1.30 -1.36
11 H -0.03 -0.11 -3.05
12 H -3.12 -1.66 -1.35
13 H -0.48 -1.10 0.17
14 H -0.46 0.38 1.02
15 H 1.86 -0.69 -0.35
16 H 2.84 -0.59 1.89
17 H 1.57 -1.75 1.79
18 H 1.25 -0.15 2.49
19 H 0.66 3.04 1.99
20 H 0.41 1.95 2.98
21 O -0.08 2.53 2.37

Density functional theory data (ωB97M-V/def2-TZVPD) for a 2-piece molecular cluster, C4H12N2O3 overall.

As for the energy: -13463.462 eV. The HOMO-LUMO gap is 10.3 eV. Its SMILES is CO[C@@](C)(O)NN.C=O.

CARTESIAN COORDINATES (ANGSTROEM)
1 C -1.87 1.70 -0.21
2 C 1.26 1.49 -0.26
3 O 0.20 0.58 -0.43
4 O -2.24 1.26 0.84
5 H -0.81 0.31 1.93
6 H -1.33 2.66 -0.28
7 H -2.14 1.25 -1.18
8 H 1.02 2.37 -0.86
9 H 2.20 1.06 -0.63
10 H 1.37 1.77 0.79
11 C 1.49 -1.34 0.42
12 N -0.93 -1.37 0.18
13 C 0.19 -0.53 0.51
14 N -0.99 -1.86 -1.15
15 O 0.08 -0.07 1.80
16 H -1.81 -0.89 0.38
17 H -0.71 -1.14 -1.82
18 H -0.35 -2.64 -1.23
19 H 2.28 -0.82 0.94
20 H 1.32 -2.30 0.90
21 H 1.77 -1.50 -0.62

Density functional theory data (ωB97M-V/def2-TZVPD) for a 2-piece molecular cluster, C4H12N2OS overall in a non-equilibrium geometry.

As for the energy: -20200.615 eV. The HOMO-LUMO gap is 8.6 eV.

CARTESIAN COORDINATES (ANGSTROEM)
1 C 0.98 0.47 1.82
2 C -2.37 0.23 -0.11
3 C 0.46 -0.86 1.39
4 C -0.92 0.57 -0.64
5 N 1.38 -0.78 -2.87
6 N -0.09 -0.59 -0.63
7 O 2.05 0.80 -0.98
8 S 1.30 -0.41 -1.37
9 H 0.95 0.41 2.92
10 H 1.99 0.67 1.41
11 H 0.29 1.23 1.64
12 H -2.81 -0.77 -0.30
13 H -2.10 0.22 0.96
14 H -3.13 0.90 -0.28
15 H 1.15 -1.61 1.34
16 H -0.49 -1.29 1.71
17 H -1.01 0.97 -1.68
18 H -0.46 1.41 -0.02
19 H 1.01 -0.07 -3.49
20 H 1.80 -1.54 -0.83

Table of energy relative to the best compared isomer or geometry (same formula, charge and spin) (kJ/mol), in record order: 812.2; 190.5; 320.3; 60.4; 273.9; 530.7